{"formula": "C19H14N7O4S2SeTi", "method": "wB97M-V/def2-TZVPD", "elements": ["Ti", "O", "C", "O", "C", "C", "C", "C", "C", "N", "C", "O", "O", "H", "H", "H", "H", "N", "C", "N", "C", "C", "S", "C", "C", "S", "C", "N", "N", "H", "H", "H", "H", "H", "H", "Se", "N", "C", "C", "C", "C", "C", "C", "N", "H", "H", "H", "H"], "xyz": [[0.48673, 0.26187, -0.29315], [-0.72721, -3.72153, -1.14815], [-0.57054, -2.53075, -0.69831], [0.13319, -1.65256, -1.22356], [-1.30945, -2.15341, 0.52015], [-2.20239, -2.88932, 1.26768], [-2.82896, -2.24499, 2.34175], [-2.56944, -0.90321, 2.59808], [-1.66248, -0.24978, 1.77603], [-1.03312, -0.87737, 0.79121], [-1.25148, 1.21205, 1.83633], [-1.65374, 2.02684, 2.59223], [-0.32549, 1.43162, 0.87748], [-0.23817, -3.90170, -1.97206], [-2.41250, -3.92286, 1.02553], [-3.53109, -2.78981, 2.95964], [-3.06030, -0.36726, 3.40038], [1.37131, 1.44891, 2.96697], [2.16384, 0.61272, 2.31227], [2.03744, 0.24742, 1.00137], [3.17996, -0.49234, 0.61666], [4.02326, -0.80307, 1.60561], [3.51114, -0.10156, 3.09543], [3.28641, -0.69645, -0.80973], [4.24623, -1.26055, -1.55650], [3.82250, -1.18594, -3.22556], [2.34595, -0.39854, -2.82866], [2.20399, -0.15881, -1.51969], [1.44134, -0.11194, -3.76986], [0.78792, 2.10013, 2.46399], [1.58444, 1.68721, 3.92546], [4.94591, -1.35833, 1.54524], [5.17579, -1.70771, -1.24256], [1.65318, -0.26453, -4.74378], [0.64338, 0.46014, -3.55372], [1.60049, 2.88069, -2.11965], [0.21640, 1.75403, -1.68663], [-0.93624, 2.33391, -2.07157], [-2.23524, 1.81076, -1.91775], [-3.28428, 2.55919, -2.37718], [-3.11408, 3.83239, -3.00303], [-1.88180, 4.36704, -3.17270], [-0.75225, 3.62573, -2.70046], [0.49218, 4.05145, -2.79131], [-2.41084, 0.83904, -1.47141], [-4.29008, 2.17256, -2.27109], [-3.99058, 4.36565, -3.34418], [-1.72008, 5.32623, -3.64544]], "atomic_forces_ev_per_a": [[-0.148, -0.394, -0.089], [-0.013, -0.080, 0.004], [-0.186, -0.115, 0.061], [0.242, 0.286, -0.199], [-0.044, -0.058, 0.047], [-0.013, 0.011, 0.039], [0.027, 0.037, -0.024], [-0.035, -0.042, -0.078], [0.118, 0.262, 0.079], [0.056, 0.571, 0.102], [-0.592, -0.779, 0.170], [0.056, 0.026, 0.000], [0.196, 0.461, -0.371], [0.035, 0.010, -0.037], [0.003, 0.003, 0.000], [-0.001, -0.003, 0.000], [0.006, 0.018, -0.007], [-0.003, 0.021, 0.016], [-0.024, -0.045, -0.098], [0.155, 0.126, 0.473], [0.127, -0.026, -0.063], [0.026, -0.047, -0.043], [0.029, 0.002, 0.077], [-0.085, 0.152, -0.073], [-0.020, -0.065, 0.005], [0.025, 0.007, -0.073], [0.059, -0.077, 0.015], [0.019, -0.014, -0.171], [0.004, 0.026, 0.018], [0.023, 0.027, 0.038], [0.024, -0.006, 0.006], [-0.003, 0.006, 0.015], [-0.008, -0.007, 0.000], [0.002, -0.008, -0.004], [-0.025, -0.043, -0.021], [-0.089, 0.221, -0.026], [-0.049, -0.406, 0.019], [0.037, 0.061, 0.109], [-0.061, 0.035, -0.020], [0.013, -0.025, 0.017], [-0.019, 0.017, -0.010], [0.048, 0.009, -0.002], [-0.023, 0.009, 0.006], [0.077, -0.144, 0.081], [0.030, -0.019, 0.012], [-0.003, 0.009, -0.005], [-0.004, -0.008, 0.002], [0.014, -0.002, 0.004]], "lowdin_charge": [1.24, 0.27, -0.38, 0.02, -0.14, 0.10, 0.06, 0.10, -0.11, 0.08, -0.48, 0.23, -0.18, 0.19, 0.15, 0.15, 0.16, 0.17, -0.59, -0.03, -0.31, -0.27, 1.21, -0.32, -0.27, 1.19, -0.68, -0.08, 0.15, 0.11, 0.15, 0.11, 0.11, 0.13, 0.08, 1.29, -0.37, -0.32, -0.01, 0.01, -0.01, 0.04, -0.32, -0.16, 0.11, 0.13, 0.13, 0.14], "gap_ev": 5.883, "e_homo_ev": -16.80, "spin_multiplicity": 1, "largest_force_ha_per_bohr": 0.0193, "total_charge": 3, "e_above_lowest_ev": 0.499, "lumo_ev": -10.92}

=====

{"formula": "C6H13AlO8S", "method": "wB97M-V/def2-TZVPD", "elements": ["Al", "S", "O", "O", "O", "O", "C", "C", "C", "O", "H", "H", "H", "H", "H", "H", "H", "C", "O", "C", "O", "O", "C", "H", "H", "H", "H", "H", "H"], "xyz": [[1.08709, 1.07014, -0.66655], [3.22073, 0.62772, -3.12835], [3.88218, 0.76795, -1.88113], [2.28902, -0.49013, -3.00451], [2.34440, 1.74984, -3.24534], [4.19561, 0.51276, -4.17859], [-1.82085, 3.05774, 2.57393], [-0.42114, 3.65832, 2.49348], [0.16813, 3.78533, 3.90555], [0.33802, 2.88567, 1.59660], [-1.80497, 2.08764, 3.07068], [-2.24176, 2.78614, 1.60586], [-2.55886, 3.73239, 3.00785], [-0.48989, 4.68696, 2.13953], [0.46554, 2.82891, 4.33557], [-0.64704, 4.12463, 4.54466], [0.97533, 4.50896, 4.01904], [0.89303, -3.38898, -2.65426], [-0.35805, -3.62415, -1.98852], [-0.85081, -2.55019, -1.28463], [-0.43500, -1.40562, -1.36225], [-2.07346, -2.93797, -0.68035], [-2.41477, -4.27385, -0.25382], [1.68069, -3.31772, -1.90418], [0.93940, -2.50309, -3.28762], [1.19070, -4.25431, -3.24645], [-1.77969, -4.79828, 0.46015], [-2.34587, -4.93525, -1.11748], [-3.42770, -4.39156, 0.13117]], "atomic_forces_ev_per_a": [[-0.556, -0.078, 0.487], [0.698, -2.026, -1.667], [1.838, 0.828, 2.874], [-0.424, -0.555, -0.907], [-1.894, 2.223, -0.232], [0.016, -0.452, -0.363], [-0.742, -0.430, -0.707], [0.020, -1.148, 0.620], [-0.096, -0.037, 0.297], [-0.026, 0.803, 0.316], [0.092, 0.233, 0.569], [0.281, 0.359, -0.386], [0.253, -0.088, 0.372], [0.113, 0.150, -0.822], [0.136, -0.092, -0.279], [-0.012, 0.168, 0.020], [0.075, -0.152, -0.285], [1.063, -0.188, 0.200], [-0.100, 1.580, 0.818], [-2.090, -2.144, -0.958], [-0.493, -1.323, 0.819], [2.204, 1.812, 0.260], [0.600, -1.700, -1.331], [-0.024, 0.266, 0.154], [-0.559, -0.064, 0.166], [-0.734, -0.115, 0.024], [0.561, 0.969, 0.334], [-0.202, 0.090, -0.227], [0.002, 1.111, -0.165]], "lowdin_spin": [0.00, 0.00, 0.00, 0.01, -0.01, 0.00, 0.02, 0.09, 0.01, 0.82, 0.00, 0.00, 0.00, 0.05, 0.00, 0.00, 0.00, 0.00, 0.00, 0.00, 0.00, 0.00, 0.00, 0.00, 0.00, 0.00, 0.00, 0.00, 0.00], "s_squared": 0.75, "gap_ev": [3.559, 3.155], "e_homo_ev": [-13.89, -13.50], "spin_multiplicity": 2, "largest_force_ha_per_bohr": 0.0683, "total_charge": 1, "lumo_ev": [-10.34, -10.34]}